1.
Formula: C35H44Cl2NOP3Re
Source: the Open Molecules 2025 dataset
Level of theory: the ωB97M-V functional and the def2-TZVPD basis

XYZ file:
```
87
Properties=species:S:1:pos:R:3:forces:R:3
P 4.72209 1.57898 -0.73840 -1.830 -0.143 0.407
C 4.75819 2.63877 -2.11982 0.610 0.550 -0.187
C 5.47776 3.82700 -1.87578 0.227 0.239 -0.257
H 5.79605 4.11491 -0.87210 -0.157 -0.205 -0.258
C 5.84730 4.62066 -2.94513 -0.333 -0.121 -0.870
H 6.40292 5.56142 -2.80200 -0.325 -0.650 -0.133
C 5.47068 4.19392 -4.23500 -0.608 0.212 -0.298
H 5.67504 4.82378 -5.08566 0.372 0.135 -0.059
C 4.69494 3.04585 -4.50016 -0.021 -0.143 0.530
H 4.36251 2.71758 -5.50628 0.456 0.638 0.715
C 4.32761 2.26377 -3.41486 0.363 -0.284 0.739
H 3.76531 1.33258 -3.51338 0.098 0.293 -0.198
C 4.80813 2.39498 0.83155 0.928 0.069 0.247
C 4.01686 3.53163 1.12883 0.211 -0.226 -0.721
H 3.40020 3.96442 0.33718 -0.006 -0.294 0.293
C 4.10643 4.14880 2.36221 0.595 -0.370 0.001
H 3.44808 5.01806 2.57784 0.787 -0.734 0.066
C 5.07583 3.63564 3.25992 -1.001 -0.065 0.419
H 5.06134 4.06993 4.24985 0.467 0.109 0.073
C 5.88762 2.52026 2.98839 -0.444 0.518 0.370
H 6.60044 2.14550 3.74778 -0.490 0.370 -0.621
C 5.74955 1.89089 1.75871 -0.186 0.483 -0.010
H 6.42755 1.07808 1.51653 -0.268 -0.054 -0.122
C 5.61099 0.07401 -0.85096 1.312 0.059 -0.377
C 6.95173 0.40104 -1.15494 0.325 -0.505 0.122
H 7.28032 1.42474 -1.33687 -0.271 -0.131 0.035
C 7.89971 -0.60342 -1.19835 0.092 -1.100 0.099
H 8.96605 -0.41539 -1.42909 -0.874 -0.066 0.189
C 7.46351 -1.91825 -0.94925 -0.259 -0.723 -0.225
H 8.14652 -2.75163 -1.01797 0.403 0.141 0.055
C 6.12423 -2.28642 -0.70334 -0.063 0.663 -0.070
H 5.74980 -3.31946 -0.55769 0.767 0.710 -0.182
C 5.19186 -1.26102 -0.66491 -0.508 0.958 0.006
H 4.12183 -1.43673 -0.51158 0.430 -0.102 -0.005
Re 0.29249 0.11652 0.00256 -2.829 -2.564 1.685
C 0.29544 -0.27926 2.08896 0.273 -0.353 -0.040
C 1.39904 -0.15154 2.84346 0.352 0.013 0.975
H -0.58524 -0.68928 2.54461 -0.619 0.063 0.316
C 2.64823 0.27087 2.10401 1.247 0.662 0.247
O 3.53395 -0.89879 1.99405 -0.012 0.833 0.258
H 4.38048 -0.72897 1.51502 -0.972 0.330 0.514
C 2.20400 0.67166 0.77356 -1.404 -1.977 -3.649
H 3.13876 1.20197 2.51347 0.015 -1.176 0.310
C 2.02561 0.54363 -0.54705 5.230 4.874 -0.119
Cl -1.98619 -0.56244 0.27028 -0.353 -0.064 -0.368
Cl 0.15868 0.49299 -2.48528 -0.667 0.034 0.490
P -0.53752 2.23707 0.29238 -1.534 2.984 0.029
C -2.15904 2.54329 -0.50048 0.268 -0.254 0.119
H -2.91628 1.99727 0.06268 -0.021 0.133 -0.133
H -2.13170 2.15483 -1.51977 -0.025 0.041 0.053
H -2.35669 3.61831 -0.50722 -0.030 -0.147 0.049
C -0.84859 2.75647 2.01543 0.084 -0.131 0.035
H 0.07709 2.73916 2.59648 -0.023 0.034 -0.073
H -1.54904 2.04955 2.46596 -0.013 0.061 -0.039
H -1.27730 3.76226 2.03936 0.037 -0.125 -0.034
C 0.43301 3.63619 -0.37808 0.285 -0.002 -0.022
H 0.84425 3.38319 -1.35923 -0.108 -0.052 0.053
H 1.25976 3.90123 0.28698 -0.141 -0.074 -0.027
H -0.22271 4.50667 -0.49445 0.146 -0.178 0.096
P 1.51518 -0.45343 4.66913 0.264 0.359 -2.827
C -0.10520 -0.63619 5.31890 -0.747 -0.165 0.696
C 2.35395 0.95252 5.34382 0.175 0.427 0.780
H -0.61216 -1.48691 4.84964 0.085 0.225 -0.020
H -0.69423 0.27951 5.19012 0.150 -0.205 -0.132
H -0.05009 -0.84315 6.39234 0.033 0.006 -0.059
H 3.33446 1.11233 4.89982 -0.016 -0.145 -0.196
H 2.50671 0.81980 6.41413 0.007 -0.089 0.124
H 1.75634 1.85428 5.22601 -0.097 0.019 -0.167
C 2.49791 -1.90645 4.84014 0.428 -0.731 0.737
H 1.94852 -2.78242 4.49778 -0.050 0.062 -0.187
H 2.75696 -2.08752 5.88010 -0.041 0.028 0.258
H 3.43450 -1.82303 4.28970 -0.177 0.148 -0.197
H 2.34361 1.20898 -1.42679 -0.029 -1.806 0.852
N 0.92281 -1.91299 -0.53771 0.256 -1.014 0.176
C -0.13629 -2.82274 -0.93091 -0.306 -0.043 -0.442
C -0.57603 -2.78304 -2.24731 -0.766 -0.617 0.057
C -1.70765 -3.54062 -2.60657 0.604 0.157 0.531
C -2.34360 -4.32941 -1.64464 0.102 -0.071 0.231
C -1.86690 -4.36802 -0.32372 0.437 0.389 -0.420
C -0.74751 -3.59975 0.03463 -0.639 -0.454 -0.096
H 1.57172 -1.81029 -1.31264 0.025 -0.028 -0.047
H 1.43458 -2.34079 0.23481 0.103 0.139 -0.063
H -0.07811 -2.14514 -2.96642 -0.081 -0.061 0.002
H -2.07289 -3.50613 -3.62934 0.053 -0.038 0.197
H -3.20934 -4.93628 -1.92407 0.299 0.275 0.125
H -2.35940 -4.98008 0.42550 0.048 0.072 -0.151
H -0.38834 -3.58235 1.06680 -0.106 -0.034 -0.265
```
Positions in Å, forces in eV/Å.

Output
2S+1: 4
energy above the lowest of the compared OMol25 structures with the same formula, charge and spin: 369.1 kJ/mol
charge: +2
E: -95572.151 eV

These are the Löwdin partial charges, in e, on atoms 1 to 6:
1 P 1.179
2 C -0.357
3 C -0.092
4 H 0.111
5 C -0.040
6 H 0.129



2.
Formula: C35H44IN3O20
Source: the Open Molecules 2025 dataset
Level of theory: the ωB97M-V functional and the def2-TZVPD basis

XYZ file:
```
103
Properties=species:S:1:pos:R:3:forces:R:3
C -1.53339 -2.71993 3.53649 0.181 -0.066 0.021
C -1.23103 -1.79201 2.38949 -0.043 0.446 -0.163
O -1.93215 -0.81011 2.19811 0.036 -0.221 -0.152
N -0.14695 -2.05140 1.54265 -0.878 -0.934 0.369
C 0.64891 -3.25855 1.80768 0.433 0.342 -0.332
C -0.47534 -1.86727 0.15621 0.051 0.256 0.375
C 0.24648 -1.01847 -0.61666 0.723 -0.022 -0.647
C 1.40704 -0.25269 -0.05971 -0.699 1.321 0.024
C 0.90726 1.17283 0.20295 -0.809 -0.858 0.206
C 0.13605 1.35647 1.44582 2.244 0.988 0.402
O 1.51914 1.88799 1.22454 -0.200 0.354 -0.256
C -0.09286 -0.86800 -2.00062 -0.098 0.256 0.174
C 0.74347 -0.03764 -2.94296 0.397 -0.638 -0.248
C 1.59549 -0.99060 -3.82733 -0.427 -0.528 0.700
C 2.12347 -2.23250 -3.09264 0.125 0.166 -0.401
I 3.26948 0.02104 -4.68789 -0.189 0.243 -0.158
C -1.17614 -1.51841 -2.50299 -0.098 0.143 -0.369
C -1.94506 -2.38867 -1.71640 -0.044 -0.164 0.070
N -3.01761 -3.02436 -2.26276 0.109 0.097 0.192
C -3.65887 -3.82195 -1.45759 -0.127 -0.212 -0.064
C -3.27068 -4.04096 -0.11528 -0.121 -0.063 0.173
N -2.25051 -3.44457 0.43880 -0.070 0.061 -0.363
C -1.56885 -2.59343 -0.37632 -0.169 -0.071 0.253
H -0.86949 -2.53792 4.38115 0.034 0.017 0.047
H -2.56023 -2.54374 3.83687 -0.007 0.189 0.116
H -1.45070 -3.76150 3.24806 0.101 -0.088 -0.035
H 0.04813 -4.15098 1.95711 -0.099 -0.061 0.063
H 1.28668 -3.43645 0.94450 0.039 0.068 -0.052
H 1.31750 -3.07663 2.64615 -0.105 -0.137 0.208
H 2.23102 -0.20659 -0.76003 0.266 -0.270 0.177
H 1.71053 -0.60875 0.91728 0.280 -0.338 -0.157
H 0.55519 1.74761 -0.65107 0.269 0.016 -0.041
H -0.53050 2.19700 1.56456 -0.473 -0.296 0.035
H 0.31204 0.65190 2.24320 -1.068 -0.371 -0.065
H 1.40440 0.63650 -2.41455 -0.105 0.259 0.005
H 0.08341 0.51001 -3.61117 0.069 0.352 0.088
H 0.92781 -1.34629 -4.60806 0.344 0.167 -0.462
H 1.34746 -2.99520 -3.04718 -0.136 0.042 0.263
H 2.93861 -2.66441 -3.66716 0.091 -0.071 0.061
H 2.49254 -1.99270 -2.09883 0.077 -0.063 0.082
H -1.46256 -1.39071 -3.53918 -0.052 -0.024 -0.064
H -4.51971 -4.35168 -1.84731 -0.054 0.006 -0.055
H -3.85664 -4.71658 0.49683 0.030 -0.067 0.050
C -2.09393 3.24209 -1.70693 -0.124 -0.061 0.031
C -2.57587 4.27890 -2.70344 -0.114 -0.063 0.009
O -1.40164 5.07547 -2.90158 -0.041 0.004 0.016
C -0.32110 4.33020 -2.59219 -0.010 -0.039 -0.005
O 0.80496 4.64059 -2.80201 0.185 0.053 -0.065
O -0.69455 3.16640 -2.00820 -0.135 0.001 -0.012
H -2.56141 2.26924 -1.83710 0.138 -0.061 -0.051
H -2.21212 3.56362 -0.67090 0.005 0.048 -0.010
H -2.86292 3.83614 -3.65820 0.023 -0.019 0.000
H -3.39142 4.89291 -2.33295 0.099 0.122 0.016
C -4.46370 0.52596 1.06157 0.177 -0.028 0.077
C -4.76994 -0.92572 1.35225 0.228 -0.097 0.125
O -6.20409 -0.92778 1.42329 -0.005 0.074 -0.123
C -6.66227 0.13019 0.71795 0.060 -0.051 0.028
O -7.80513 0.31492 0.44330 -0.106 -0.031 -0.060
O -5.64717 0.94681 0.36404 0.015 0.030 0.013
H -3.58160 0.66169 0.44272 -0.081 0.014 -0.105
H -4.35803 1.11997 1.96979 -0.023 -0.017 0.018
H -4.45162 -1.58677 0.54464 -0.043 0.028 -0.042
H -4.33588 -1.27142 2.28385 -0.158 0.008 0.032
C 6.35869 -1.46766 2.56283 0.069 0.037 0.092
C 5.57687 -0.19439 2.81775 0.030 -0.185 0.088
O 4.86014 -0.03998 1.58281 0.047 0.027 0.050
C 4.75710 -1.24202 0.99220 0.027 0.063 -0.016
O 4.07810 -1.47163 0.04123 0.110 -0.221 -0.055
O 5.52528 -2.16053 1.62427 0.014 -0.005 0.039
H 6.50544 -2.07357 3.45334 -0.104 -0.107 -0.056
H 7.32606 -1.27569 2.09485 -0.020 0.023 -0.030
H 4.85457 -0.30641 3.62817 -0.037 -0.026 -0.031
H 6.20894 0.65933 3.02453 -0.221 0.107 -0.378
C 4.13869 4.56858 -3.20453 -0.131 -0.049 0.055
C 3.65207 5.55321 -4.24183 -0.289 0.057 -0.029
O 4.81624 6.35335 -4.48197 0.025 -0.099 0.046
C 5.90597 5.62067 -4.14767 -0.042 -0.004 0.017
O 7.02709 5.93102 -4.38458 0.076 0.021 -0.019
O 5.53927 4.48637 -3.50609 -0.060 -0.005 0.009
H 3.66295 3.59547 -3.28733 0.183 -0.083 -0.042
H 4.01504 4.93985 -2.18650 0.028 0.028 -0.006
H 3.36216 5.06822 -5.17568 0.032 -0.035 0.008
H 2.82917 6.16724 -3.88968 0.087 0.119 -0.011
C -9.45826 -2.94860 -1.28940 0.079 0.035 0.083
C -10.20207 -1.65071 -1.05214 0.108 0.088 0.122
O -10.91208 -1.48378 -2.28654 0.016 -0.041 0.030
C -11.05865 -2.69699 -2.86572 0.017 0.032 0.027
O -11.74048 -2.92186 -3.80993 -0.042 -0.021 -0.058
O -10.31226 -3.62591 -2.21658 0.037 -0.002 0.027
H -9.32873 -3.54416 -0.38990 -0.101 -0.096 -0.047
H -8.48533 -2.78930 -1.75858 -0.012 0.029 -0.022
H -10.92524 -1.72819 -0.23872 -0.019 -0.037 -0.017
H -9.54396 -0.80706 -0.86776 -0.059 0.067 -0.112
C 8.46446 1.47765 6.81307 -0.017 -0.040 0.131
C 7.59916 0.28390 6.46075 -0.015 -0.096 0.109
O 6.84116 0.77337 5.34520 0.247 0.099 0.087
C 7.54650 1.79183 4.77496 0.005 0.118 0.066
O 7.27540 2.29873 3.73565 0.047 -0.023 0.082
O 8.58994 2.14077 5.55208 0.021 -0.023 0.037
H 9.44384 1.20664 7.19625 0.067 0.044 -0.136
H 7.97619 2.15360 7.51625 -0.029 -0.006 -0.011
H 8.18406 -0.57804 6.13559 0.036 0.028 -0.013
H 6.93310 -0.01637 7.26473 -0.124 0.043 -0.084
```
Positions in Å, forces in eV/Å.

Output
SMILES: CC(=O)N(C)c1c(C[C@H]2CO2)c(C[C@H](C)I)cc2nccnc12.O=C1OCCO1.O=C1OCCO1.O=C1OCCO1.O=C1OCCO1.O=C1OCCO1.O=C1OCCO1
charge: 0
E: -90529.431 eV

These are the Löwdin partial charges, in e, on atoms 1 to 6:
1 C 0.006
2 C -0.479
3 O 0.048
4 N -0.037
5 C -0.028
6 C -0.120



no.,maximum force (eV/Å)
1,7.2
2,2.5